The following is a DFT calculation (the ωB97M-V functional and the def2-TZVPD basis) of C35H52IrO2P4 as an isolated structure at a distorted geometry.

Results
energy relative to the best compared isomer or geometry (same formula, charge and spin): 0.0000 eV
2S+1: 5
strongest force on any atom: 3.75 eV/Å
electronic energy: -81198.587 eV
Kohn-Sham gap (spin up / spin down): 5.69 / 2.92 eV
<S²>: 6.03
total charge: +3

Last column: Löwdin spin population.
Atoms and positions in Å:
Ir 0.375 -1.731 -1.564  1.60
P -1.385 -2.888 -1.155  0.25
P 1.625 -1.610 0.295  0.20
P 1.841 -2.967 -2.780  0.20
H -1.403 2.279 -1.512  0.00
C -1.287 1.550 -2.315  0.14
C -1.967 0.389 -2.404  0.32
H -2.966 0.386 -1.950  0.01
C -2.647 -1.843 -0.395  0.08
C -1.078 -4.277 -0.022  0.04
C -2.016 -3.584 -2.706  0.06
C 2.523 -0.017 0.422  0.05
C 0.734 -1.779 1.886  0.03
C 2.962 -2.845 0.554  0.03
C 1.300 -3.255 -4.497  0.04
C 2.189 -4.647 -2.136  0.03
C 3.499 -2.179 -2.931  0.05
H -0.819 1.974 -3.190  0.02
H -1.846 -0.259 -3.278  0.02
H -3.099 -1.210 -1.166  0.00
H -2.175 -1.195 0.366  0.01
H -3.417 -2.499 0.042  0.01
H -0.738 -3.893 0.954  0.00
H -0.321 -4.954 -0.451  0.00
H -2.049 -4.796 0.083  0.01
H -2.154 -2.748 -3.411  0.00
H -2.978 -4.067 -2.474  0.01
H -1.296 -4.312 -3.118  0.00
H 3.115 0.023 1.352  0.01
H 1.825 0.830 0.442  0.00
H 3.209 0.116 -0.424  0.00
H 1.125 -2.618 2.476  0.00
H -0.337 -1.934 1.728  0.00
H 0.845 -0.863 2.473  0.00
H 3.860 -2.631 -0.049  0.00
H 2.630 -3.862 0.345  0.00
H 3.267 -2.814 1.621  0.01
H 1.551 -4.285 -4.800  0.01
H 1.822 -2.545 -5.156  0.00
H 0.222 -3.097 -4.587  0.01
H 2.364 -5.306 -2.998  0.01
H 1.353 -5.045 -1.550  0.00
H 3.093 -4.615 -1.516  0.00
H 3.838 -2.258 -3.977  0.01
H 4.254 -2.678 -2.292  0.00
H 3.449 -1.124 -2.658  0.01
C 1.765 1.871 -2.415  0.12
C 2.853 1.945 -3.279  0.00
C 2.797 1.288 -4.514  0.11
C 1.752 0.418 -4.805  0.05
C 0.841 0.112 -3.790  0.06
C 0.942 0.717 -2.521  0.25
O 1.452 2.943 -1.566  0.03
H 1.247 3.712 -2.073  0.00
H 3.681 2.577 -3.007  0.00
H 3.581 1.480 -5.249  0.00
H 1.640 0.011 -5.808  0.00
H -0.025 -0.523 -4.020  0.01
H 0.435 0.273 -1.582  0.05
O -1.105 0.420 1.541  0.01
P -1.250 1.648 2.398  0.00
C 0.267 2.593 2.313  0.00
C 1.356 2.264 3.145  0.00
C 2.614 2.850 2.941  0.00
C 2.782 3.789 1.913  0.00
C 1.699 4.121 1.099  0.00
C 0.453 3.543 1.301  0.00
C -2.684 2.571 1.815  0.00
C -3.350 3.512 2.618  0.00
C -4.439 4.225 2.103  0.00
C -4.866 3.999 0.787  0.00
C -4.226 3.029 -0.001  0.00
C -3.147 2.313 0.516  0.00
C -1.511 1.258 4.138  0.00
C -2.092 0.016 4.453  0.00
C -2.269 -0.346 5.792  0.00
C -1.874 0.525 6.814  0.00
C -1.306 1.764 6.499  0.00
C -1.127 2.136 5.165  0.00
H 1.224 1.562 3.974  0.00
H 3.445 2.598 3.609  0.00
H 3.754 4.275 1.764  0.00
H 1.827 4.875 0.325  0.00
H -0.381 3.850 0.679  0.00
H -3.009 3.690 3.638  0.00
H -4.950 4.965 2.728  0.00
H -5.690 4.585 0.373  0.00
H -4.555 2.842 -1.028  0.00
H -2.643 1.568 -0.099  0.00
H -2.388 -0.652 3.642  0.00
H -2.723 -1.311 6.028  0.00
H -2.012 0.235 7.854  0.00
H -1.002 2.449 7.290  0.00
H -0.677 3.097 4.923  0.00

Cartesian forces, eV/Å:
2.3 0.7 -0.4
-2.8 -1.0 0.2
1.6 0.7 3.1
1.5 -0.9 -1.5
0.0 -0.4 0.1
0.2 1.0 -0.1
-1.7 0.9 -1.3
0.7 -0.3 0.4
-0.4 -0.4 0.2
0.1 0.1 -0.1
-0.3 -0.1 0.3
0.2 0.2 0.0
-0.3 -0.2 0.2
0.5 0.0 0.1
0.1 0.0 -0.3
0.0 0.0 0.1
0.3 -0.3 -0.1
0.2 -0.1 -0.3
0.0 0.0 0.4
0.0 -0.5 0.4
-0.2 -0.2 -0.1
0.1 0.3 0.0
-0.2 -0.3 -0.4
-0.5 0.2 0.3
0.5 0.1 0.1
-0.1 -0.5 0.2
0.2 0.0 -0.4
-0.4 0.2 0.2
-0.2 -0.1 -0.3
0.0 -0.2 0.1
-0.1 -0.1 0.1
0.0 0.1 -0.3
0.2 0.3 0.1
-0.1 -0.1 -0.2
-0.4 0.0 0.2
-0.1 0.1 0.1
-0.2 0.1 -0.6
-0.1 0.5 0.0
-0.2 -0.3 0.1
0.2 -0.1 -0.1
0.0 0.2 0.3
0.3 0.0 -0.2
-0.3 -0.1 -0.2
-0.1 0.0 0.4
-0.5 0.3 -0.3
0.0 0.0 0.0
0.2 1.8 0.7
-0.2 0.1 -0.3
1.0 0.2 0.7
-1.3 -0.4 0.4
0.4 -0.4 -1.5
-1.3 0.0 0.8
0.6 -3.7 0.1
0.1 1.1 -0.8
0.0 0.6 -0.2
-0.2 0.0 0.2
0.0 0.0 0.3
0.7 0.1 0.1
0.4 1.2 -0.7
0.1 -0.4 -0.5
-0.6 -0.5 0.4
0.7 0.5 0.0
0.2 0.0 -0.1
-0.3 0.1 0.0
0.1 -0.2 0.1
0.3 0.3 0.2
0.0 -0.2 0.2
-0.2 0.4 0.0
0.0 0.0 -0.4
0.0 -0.1 -0.2
0.2 -0.1 0.1
0.0 0.2 0.2
-0.1 0.4 0.1
0.0 -0.2 0.2
0.2 0.3 0.2
0.0 0.1 -0.2
0.0 0.0 -0.3
-0.1 0.0 -0.1
-0.2 -0.4 0.1
0.0 0.2 -0.3
-0.3 0.1 -0.3
-0.5 -0.2 0.1
0.0 -0.1 0.2
-0.1 0.0 0.0
-0.1 0.0 -0.2
0.2 -0.3 -0.3
0.3 -0.3 0.2
0.0 0.1 0.4
-0.2 0.0 0.4
0.1 0.1 0.3
0.2 0.3 0.0
0.0 0.1 -0.2
-0.1 -0.2 -0.2
-0.1 -0.1 0.1

=====

The following is a DFT calculation (the ωB97M-V functional and the def2-TZVPD basis) of C35H52N2O4Os as an isolated structure.

Results
energy relative to the best compared isomer or geometry (same formula, charge and spin): 0.0000 eV
2S+1: 1
strongest force on any atom: 0.29 eV/Å
electronic energy: -50764.322 eV
Kohn-Sham gap: 7.11 eV
total charge: +2

Last column: Löwdin charge in e.
Atoms and positions in Å:
Os 0.195 -0.254 -0.434  1.68
C 0.756 -2.100 0.564  -0.08
C 1.682 -2.034 -0.543  -0.14
C 2.459 -0.826 -0.348  -0.12
C 1.928 -0.176 0.825  -0.10
C 0.923 -0.995 1.454  -0.28
C 0.405 -0.833 2.865  -0.54
C 1.368 -1.663 3.734  -0.01
C -1.012 -1.378 3.029  -0.02
C 0.455 0.633 3.300  -0.02
C 3.688 -0.239 -1.055  -0.51
C 3.465 0.240 -2.499  -0.02
C 4.202 0.978 -0.272  -0.05
C 4.794 -1.310 -0.989  -0.01
C 1.733 -3.204 -1.523  -0.52
C 2.662 -4.253 -0.883  0.00
C 2.201 -2.871 -2.940  -0.03
C 0.334 -3.824 -1.662  -0.04
H 0.029 -2.886 0.686  0.11
H 2.291 0.749 1.236  0.12
H 1.313 -2.724 3.485  0.10
H 1.099 -1.546 4.784  0.10
H 2.401 -1.332 3.613  0.10
H -1.124 -2.379 2.611  0.08
H -1.753 -0.719 2.572  0.08
H -1.255 -1.438 4.089  0.11
H 1.478 1.010 3.344  0.09
H 0.038 0.726 4.303  0.10
H -0.126 1.274 2.633  0.08
H 2.990 1.221 -2.509  0.07
H 2.868 -0.432 -3.101  0.05
H 4.438 0.350 -2.977  0.11
H 3.470 1.789 -0.240  0.09
H 5.086 1.363 -0.779  0.11
H 4.496 0.722 0.747  0.10
H 4.609 -2.152 -1.648  0.06
H 4.921 -1.687 0.028  0.11
H 5.737 -0.854 -1.293  0.10
H 3.684 -3.895 -0.772  0.08
H 2.681 -5.139 -1.518  0.11
H 2.294 -4.553 0.099  0.10
H 3.223 -2.515 -2.991  0.07
H 1.541 -2.139 -3.410  0.08
H 2.151 -3.782 -3.537  0.10
H -0.030 -4.277 -0.742  0.08
H 0.382 -4.616 -2.409  0.10
H -0.402 -3.092 -1.999  0.08
C -6.035 -0.923 -1.528  -0.06
C -4.558 -1.224 -1.327  -0.15
C -4.100 -1.334 0.171  -0.29
C -4.895 -2.401 0.928  -0.16
C -4.438 -2.615 2.365  -0.06
C -4.335 0.029 0.800  -0.35
O -5.346 0.378 1.323  0.19
N -3.272 0.980 0.665  0.26
C -2.060 0.629 0.253  -0.52
O -1.054 1.395 0.160  -0.05
N -1.735 -0.638 -0.096  0.03
C -2.630 -1.725 0.073  -0.39
O -2.229 -2.851 0.046  0.14
H -6.237 -0.833 -2.594  0.09
H -6.339 0.008 -1.049  0.08
H -6.665 -1.723 -1.143  0.09
H -3.952 -0.460 -1.826  0.12
H -4.304 -2.182 -1.788  0.13
H -4.821 -3.330 0.362  0.14
H -5.939 -2.093 0.921  0.12
H -3.419 -2.999 2.411  0.06
H -5.081 -3.343 2.856  0.09
H -4.498 -1.692 2.946  0.08
H -3.447 1.926 0.985  0.19
C -1.148 5.033 -6.803  -0.01
C -0.751 4.270 -5.584  -0.19
C -0.376 4.934 -4.414  0.03
C 0.006 4.247 -3.287  -0.16
C 0.409 5.023 -2.062  -0.02
C 0.008 2.812 -3.327  -0.09
C 0.388 2.157 -2.158  -0.11
O 0.478 0.884 -2.024  -0.21
C -0.371 2.119 -4.527  -0.15
C -0.369 0.623 -4.643  -0.01
C -0.740 2.868 -5.615  0.02
H -1.199 6.102 -6.618  0.09
H -2.115 4.688 -7.170  0.10
H -0.424 4.852 -7.602  0.11
H -0.384 6.016 -4.400  0.13
H 0.331 6.089 -2.258  0.09
H 1.442 4.819 -1.775  0.10
H -0.234 4.798 -1.209  0.10
H 0.669 2.753 -1.292  0.13
H -1.073 0.169 -3.943  0.09
H 0.615 0.209 -4.422  0.08
H -0.653 0.329 -5.650  0.09
H -1.026 2.366 -6.531  0.14

Cartesian forces, eV/Å:
-0.2 -0.1 0.2
0.1 0.0 0.0
0.0 0.2 0.0
-0.1 0.0 0.0
0.0 -0.1 0.0
0.1 0.0 0.0
0.0 0.0 0.0
0.0 0.0 0.0
0.0 0.0 0.0
0.0 0.0 0.0
0.0 0.0 0.0
0.0 0.0 0.0
0.0 0.0 0.0
0.0 0.0 0.0
0.0 0.0 0.0
0.0 0.0 0.0
0.0 0.1 0.0
0.0 -0.1 0.0
0.0 0.0 0.0
0.0 0.0 0.0
0.0 0.0 0.0
0.0 0.0 0.0
0.0 0.0 0.0
0.0 0.0 0.0
0.0 0.0 0.0
0.0 0.0 0.0
0.0 0.0 0.0
0.0 0.0 0.0
0.0 0.0 0.0
0.0 0.0 0.0
-0.1 -0.1 0.0
0.0 0.0 0.0
0.0 0.0 0.0
0.0 0.0 0.0
0.0 0.0 0.0
0.0 0.0 0.0
0.0 0.0 0.0
0.0 0.0 0.0
0.0 0.0 0.0
0.0 0.0 0.0
0.0 0.0 0.0
0.1 0.0 0.0
0.0 0.0 0.0
0.0 0.0 0.0
0.0 0.0 0.0
0.0 0.0 0.0
0.0 0.0 0.0
0.0 0.0 0.0
0.0 0.0 0.0
0.0 0.0 0.0
0.0 0.0 0.0
0.0 0.0 0.0
0.0 0.0 0.0
0.0 0.0 0.0
0.0 0.0 0.0
0.0 -0.1 0.0
0.0 0.0 -0.1
0.0 0.0 0.0
0.0 0.1 0.0
0.0 0.0 0.0
0.0 0.0 0.0
0.0 0.0 0.0
0.0 0.0 0.0
0.0 0.0 0.0
0.0 0.0 0.0
0.0 0.0 0.0
0.0 0.0 0.0
0.0 0.0 0.0
0.0 0.0 0.0
0.0 0.0 0.0
0.0 0.0 0.0
0.0 0.0 0.0
0.0 0.0 0.0
0.0 0.0 0.0
0.0 0.0 0.0
0.0 0.0 0.0
0.0 0.0 0.0
0.2 0.0 0.1
0.0 -0.1 -0.1
0.0 0.0 0.0
0.0 0.0 0.0
0.0 0.0 0.0
0.0 0.0 0.0
0.0 0.0 0.0
0.0 0.0 0.0
0.0 0.0 0.0
0.0 0.0 0.0
0.0 0.0 0.0
0.0 0.0 0.0
-0.1 0.0 0.0
0.0 0.0 0.0
0.0 0.0 0.0
0.0 0.0 0.0
0.0 0.0 0.0

=====

The following is a DFT calculation (the ωB97M-V functional and the def2-TZVPD basis) of C35H52NdO2P4 as an isolated structure at a distorted geometry.

Results
energy relative to the best compared isomer or geometry (same formula, charge and spin): 0.0000 eV
2S+1: 4
strongest force on any atom: 3.42 eV/Å
electronic energy: -93644.290 eV
Kohn-Sham gap (spin up / spin down): 5.39 / 5.44 eV
<S²>: 3.75
total charge: +3

Last column: Löwdin spin population.
Atoms and positions in Å:
Nd -0.064 -0.147 -0.569  3.04
P 2.675 -1.788 0.890  0.00
P 2.098 1.752 -0.984  -0.01
P -0.562 -2.979 -1.172  -0.01
H -0.199 1.480 -9.237  0.00
C -1.160 0.970 -9.115  0.00
C -2.247 1.565 -8.609  0.00
H -2.283 2.624 -8.335  0.00
C 4.111 -2.741 0.378  0.00
C 3.246 -0.344 1.788  0.00
C 1.674 -2.797 1.996  0.00
C 1.442 2.835 -2.313  0.00
C 2.580 2.982 0.281  0.00
C 3.721 1.264 -1.686  0.00
C -1.779 -2.967 -2.547  0.00
C -1.334 -4.160 0.001  0.00
C 0.771 -4.013 -1.902  0.00
H -1.211 -0.074 -9.452  0.00
H -3.168 0.984 -8.462  0.00
H 4.676 -3.075 1.259  0.00
H 4.754 -2.102 -0.244  0.00
H 3.796 -3.619 -0.206  0.00
H 3.877 -0.672 2.629  0.00
H 2.403 0.221 2.210  0.00
H 3.836 0.322 1.146  0.00
H 2.271 -3.648 2.357  0.00
H 0.791 -3.189 1.475  0.00
H 1.333 -2.239 2.879  0.00
H 2.011 3.775 -2.314  0.00
H 0.379 3.048 -2.130  0.00
H 1.525 2.343 -3.292  0.00
H 3.589 3.363 0.066  0.00
H 2.579 2.515 1.276  0.00
H 1.860 3.812 0.308  0.00
H 4.345 2.151 -1.874  0.00
H 3.561 0.734 -2.636  0.00
H 4.252 0.584 -1.004  0.00
H -2.269 -3.950 -2.576  0.00
H -1.289 -2.752 -3.506  0.00
H -2.529 -2.182 -2.371  0.00
H -2.032 -4.813 -0.542  0.00
H -1.892 -3.601 0.765  0.00
H -0.573 -4.768 0.510  0.00
H 0.350 -4.895 -2.411  0.00
H 1.468 -4.337 -1.115  0.00
H 1.330 -3.414 -2.635  0.00
C -0.687 0.213 -3.808  0.00
C 0.540 -0.268 -4.337  0.00
C 0.619 -0.579 -5.689  0.00
C -0.513 -0.451 -6.499  0.00
C -1.682 0.118 -5.983  0.00
C -1.777 0.478 -4.650  0.00
O -0.862 0.355 -2.500  -0.02
H 2.081 -1.452 -0.411  0.00
H 1.390 -0.425 -3.665  0.00
H 1.560 -0.922 -6.113  0.00
H -0.463 -0.724 -7.561  0.00
H -2.524 0.359 -6.628  0.00
H -2.677 0.907 -4.200  0.00
O -0.921 0.437 1.355  -0.01
P -1.158 0.832 2.846  0.00
C 0.129 2.000 3.324  0.00
C 1.251 1.623 4.087  0.00
C 2.192 2.578 4.483  0.00
C 2.050 3.912 4.085  0.00
C 0.969 4.282 3.282  0.00
C 0.011 3.340 2.909  0.00
C -2.813 1.534 2.985  0.00
C -3.667 1.204 4.055  0.00
C -4.943 1.761 4.139  0.00
C -5.380 2.674 3.169  0.00
C -4.528 3.016 2.115  0.00
C -3.257 2.457 2.022  0.00
C -1.037 -0.625 3.889  0.00
C -1.519 -1.848 3.392  0.00
C -1.494 -2.994 4.187  0.00
C -1.052 -2.918 5.513  0.00
C -0.649 -1.692 6.045  0.00
C -0.679 -0.543 5.249  0.00
H 1.371 0.592 4.428  0.00
H 3.025 2.280 5.123  0.00
H 2.784 4.654 4.399  0.00
H 0.859 5.320 2.957  0.00
H -0.848 3.645 2.312  0.00
H -3.328 0.529 4.842  0.00
H -5.602 1.501 4.965  0.00
H -6.370 3.115 3.237  0.00
H -4.852 3.740 1.367  0.00
H -2.599 2.756 1.208  0.00
H -1.955 -1.885 2.391  0.00
H -1.864 -3.936 3.777  0.00
H -1.050 -3.814 6.135  0.00
H -0.346 -1.618 7.092  0.00
H -0.447 0.422 5.703  0.00

Cartesian forces, eV/Å:
-1.6 0.8 -1.7
1.3 -0.6 0.1
0.9 1.0 -0.7
-0.1 -1.3 -0.8
-0.4 -0.1 -0.1
-0.6 0.3 -0.1
0.4 -0.3 -0.5
0.1 -0.4 0.0
0.0 0.0 -0.4
-0.2 0.5 -0.1
-0.6 -0.2 0.0
-0.2 -0.1 0.0
-0.1 -0.2 0.6
0.0 -0.3 0.0
-0.2 0.4 0.1
-0.1 0.3 0.4
0.3 0.3 0.0
0.1 0.5 0.2
0.3 0.4 -0.3
-0.2 0.1 -0.1
-0.1 -0.2 0.1
0.1 0.2 0.2
-0.2 -0.1 -0.3
0.1 -0.1 -0.1
-0.1 -0.2 0.2
0.0 0.3 -0.3
0.2 0.0 0.2
0.0 0.1 -0.3
-0.1 -0.3 -0.1
0.3 0.0 -0.1
-0.1 0.1 0.3
-0.4 0.0 0.0
0.1 0.3 -0.1
0.2 -0.3 -0.1
-0.2 -0.3 0.1
0.1 0.1 0.2
0.0 0.2 -0.2
0.2 0.3 -0.1
-0.1 0.0 0.3
0.1 -0.3 -0.1
0.3 0.1 0.2
0.0 -0.3 -0.2
-0.2 0.1 -0.2
0.1 0.3 0.2
-0.2 -0.1 -0.2
-0.1 -0.2 0.1
0.3 -0.5 -1.8
-1.0 0.3 0.5
-0.3 -0.1 -0.2
0.2 0.1 -0.1
0.0 0.2 0.0
0.5 -0.4 0.4
0.8 -0.1 3.3
0.3 -0.2 1.3
-0.1 0.1 -0.1
-0.2 0.0 0.1
0.0 0.2 0.7
0.3 -0.4 0.1
0.3 -0.2 -0.3
0.1 -0.1 0.3
-0.5 0.3 0.3
0.3 0.3 0.0
0.0 0.2 0.1
-0.1 0.0 -0.2
-0.1 -0.2 -0.1
-0.1 0.1 -0.1
0.0 -0.1 0.2
-0.2 0.2 0.2
0.2 0.0 0.0
0.0 0.3 -0.3
0.5 -0.4 0.1
0.0 0.1 0.0
0.0 -0.1 0.1
-0.4 -0.2 0.5
0.2 0.0 -0.1
-0.1 0.2 0.0
0.1 0.0 -0.2
-0.2 0.1 -0.1
0.1 -0.1 0.0
0.0 0.3 -0.1
-0.2 0.1 -0.2
-0.2 -0.2 -0.1
0.0 -0.4 0.2
0.2 0.0 0.2
-0.1 0.1 -0.2
0.2 0.0 -0.2
0.2 -0.1 0.0
0.1 -0.2 0.2
-0.2 -0.1 0.0
0.2 -0.1 0.2
0.1 0.3 0.2
0.0 0.3 -0.2
-0.1 0.0 -0.4
0.0 -0.3 -0.2